Record 1
# C3H5IN2

A molecular structure, C3H5IN2 in a non-equilibrium geometry (the ωB97M-V functional and the def2-TZVPD basis, OMol25).

Strongest force on any atom (Eh/bohr): 0.0977
Total charge: 0
Energy relative to the best compared isomer or geometry (same formula, charge and spin) (kJ/mol): 67.3
2S+1: 3
E_LUMO (alpha / beta) (eV): -0.11 / -1.45

Positions of all 11 atoms, in Å:
C1 1.4613 -0.0462 -0.0623
C2 1.1756 -1.3630 -0.0031
C3 -0.7623 0.9574 0.0249
N1 0.6222 0.9581 0.0304
N2 -1.4849 -0.1604 -0.1147
I1 -3.4772 -0.0334 -0.1888
H1 2.4583 0.2618 -0.0536
H2 1.9818 -2.1946 -0.0138
H3 0.1651 -1.6582 0.2053
H4 -1.0512 1.7652 0.9587
H5 -1.0886 1.5133 -0.7829

Computed Löwdin charges, given in elementary charges: atom 1 (C): -0.2659, atom 2 (C): 0.0541, atom 3 (C): -0.5731, atom 4 (N): 0.0473, atom 5 (N): -0.5057, atom 6 (I): 0.7982, atom 7 (H): 0.0781, atom 8 (H): 0.0943, atom 9 (H): 0.0273, atom 10 (H): 0.1807, atom 11 (H): 0.0647

***

Record 2
# C3H5INO2

2 unconnected molecules or ions with the total composition C3H5INO2 in a non-equilibrium geometry (the ωB97M-V functional and the def2-TZVPD basis, OMol25).

Strongest force on any atom (Eh/bohr): 0.0918
Total charge: +1
Energy relative to the best compared isomer or geometry (same formula, charge and spin) (kJ/mol): 31.6
E_LUMO (eV): -4.39

Positions of all 12 atoms, in Å:
C1 0.1694 0.2246 -3.8815
C2 0.7560 -0.0619 1.2701
C3 -0.5106 -0.6677 0.8899
N1 0.0945 0.3713 0.0469
O1 0.0250 0.3108 -5.0131
O2 0.1804 -0.0128 -2.7777
I1 -2.2791 0.0901 2.0375
H1 0.8735 0.5072 2.1290
H2 1.6223 -0.7043 1.0558
H3 -0.8464 -1.6901 0.6301
H4 -0.3272 1.2256 -0.2192
H5 0.6374 -0.0242 -0.6844

Computed Löwdin charges, given in elementary charges: atom 1 (C): -0.4174, atom 2 (C): -0.0981, atom 3 (C): -0.5481, atom 4 (N): 0.0954, atom 5 (O): 0.2720, atom 6 (O): 0.2083, atom 7 (I): 0.8422, atom 8 (H): 0.1064, atom 9 (H): 0.1546, atom 10 (H): 0.1061, atom 11 (H): 0.1598, atom 12 (H): 0.1187

***

Question: What is the energy relative to the best compared isomer or geometry (same formula, charge and spin) in the second record?
Answer: 31.6 kJ/mol

***

Question: Which value of strongest force on any atom does entry 2 give?
Answer: 0.0918 Eh/bohr

***

Question: What is the strongest force on any atom in the first record?
Answer: 0.0977 Eh/bohr

***

Please write out number 1 again, unchanged.
# C3H5IN2

A molecular structure, C3H5IN2 in a non-equilibrium geometry (the ωB97M-V functional and the def2-TZVPD basis, OMol25).

Strongest force on any atom (Eh/bohr): 0.0977
Total charge: 0
Energy relative to the best compared isomer or geometry (same formula, charge and spin) (kJ/mol): 67.3
2S+1: 3
E_LUMO (alpha / beta) (eV): -0.11 / -1.45

Positions of all 11 atoms, in Å:
C1 1.4613 -0.0462 -0.0623
C2 1.1756 -1.3630 -0.0031
C3 -0.7623 0.9574 0.0249
N1 0.6222 0.9581 0.0304
N2 -1.4849 -0.1604 -0.1147
I1 -3.4772 -0.0334 -0.1888
H1 2.4583 0.2618 -0.0536
H2 1.9818 -2.1946 -0.0138
H3 0.1651 -1.6582 0.2053
H4 -1.0512 1.7652 0.9587
H5 -1.0886 1.5133 -0.7829

Computed Löwdin charges, given in elementary charges: atom 1 (C): -0.2659, atom 2 (C): 0.0541, atom 3 (C): -0.5731, atom 4 (N): 0.0473, atom 5 (N): -0.5057, atom 6 (I): 0.7982, atom 7 (H): 0.0781, atom 8 (H): 0.0943, atom 9 (H): 0.0273, atom 10 (H): 0.1807, atom 11 (H): 0.0647